(1)
ORCA calculation (the ωB97M-V functional and the def2-TZVPD basis) on a molecular structure, C55H57BrKN6OP2S.

```
124
Properties=species:S:1:pos:R:3:lowdin_charge:R:1
K -0.74 0.80 0.27 0.586
O 0.20 -2.62 0.11 -0.051
C -1.17 -2.71 -0.03 -0.283
C -1.75 -2.36 -1.25 -0.004
C -3.13 -2.43 -1.40 -0.059
C -3.92 -2.84 -0.34 -0.084
C -3.33 -3.15 0.87 -0.102
C -1.95 -3.11 1.06 -0.282
P -1.37 -3.75 2.69 1.134
C -0.31 -2.44 3.41 -0.384
C -0.06 -1.20 2.84 -0.121
C 0.71 -0.25 3.49 -0.077
C 1.27 -0.54 4.72 -0.074
C 1.04 -1.77 5.31 -0.070
C 0.24 -2.71 4.66 -0.100
C -0.12 -4.99 2.18 -0.379
C 1.26 -4.76 2.12 -0.095
C 2.13 -5.77 1.76 -0.076
C 1.63 -7.03 1.43 -0.085
C 0.27 -7.27 1.49 -0.084
C -0.60 -6.26 1.87 -0.113
C 0.96 -3.19 -0.89 -0.274
C 0.82 -4.55 -1.16 0.003
C 1.64 -5.15 -2.09 -0.047
C 2.61 -4.41 -2.75 -0.064
C 2.74 -3.06 -2.48 -0.078
C 1.91 -2.42 -1.56 -0.290
P 2.01 -0.62 -1.26 1.103
C 3.80 -0.41 -1.02 -0.384
C 4.26 -0.58 0.29 -0.118
C 5.61 -0.47 0.58 -0.076
C 6.52 -0.18 -0.43 -0.077
C 6.07 0.00 -1.73 -0.070
C 4.72 -0.12 -2.02 -0.090
C 1.70 0.05 -2.94 -0.372
C 1.02 -0.68 -3.92 -0.090
C 0.70 -0.11 -5.14 -0.073
C 1.06 1.20 -5.41 -0.087
C 1.73 1.95 -4.45 -0.094
C 2.04 1.38 -3.22 -0.124
H -1.11 -2.06 -2.07 0.116
H -3.57 -2.17 -2.35 0.113
H -4.99 -2.90 -0.45 0.109
H -3.95 -3.46 1.71 0.099
H -0.50 -0.99 1.88 0.022
H 0.89 0.71 3.01 0.069
H 1.89 0.20 5.23 0.104
H 1.46 -2.00 6.28 0.109
H 0.05 -3.67 5.14 0.111
H 1.65 -3.78 2.36 0.107
H 3.19 -5.58 1.71 0.108
H 2.32 -7.82 1.14 0.106
H -0.12 -8.25 1.25 0.106
H -1.66 -6.46 1.94 0.102
H 0.08 -5.12 -0.61 0.120
H 1.53 -6.21 -2.29 0.113
H 3.26 -4.88 -3.47 0.109
H 3.49 -2.47 -3.00 0.110
H 3.55 -0.81 1.08 0.098
H 5.96 -0.61 1.60 0.108
H 7.57 -0.09 -0.20 0.107
H 6.78 0.23 -2.51 0.108
H 4.38 0.03 -3.04 0.103
H 0.75 -1.72 -3.73 0.098
H 0.18 -0.70 -5.89 0.109
H 0.82 1.64 -6.37 0.108
H 1.99 2.98 -4.65 0.101
H 2.56 1.97 -2.48 0.095
Br -6.04 -2.14 5.20 0.767
C -5.30 -1.26 3.69 -0.695
C -6.07 -1.11 2.55 -0.113
C -5.53 -0.49 1.44 -0.031
C -4.22 -0.01 1.46 -0.276
C -3.47 -0.18 2.62 -0.035
C -4.00 -0.80 3.74 -0.108
N -3.56 0.55 0.34 0.085
C -4.23 1.11 -0.58 -0.097
C -3.61 1.63 -1.81 -0.273
C -4.41 2.26 -2.75 -0.007
C -3.83 2.74 -3.92 -0.041
C -2.47 2.56 -4.10 -0.051
C -1.75 1.92 -3.09 -0.154
N -2.29 1.47 -1.98 0.077
H -7.09 -1.49 2.52 0.107
H -6.12 -0.42 0.53 0.111
H -2.44 0.16 2.65 0.083
H -3.40 -0.94 4.63 0.110
H -5.32 1.24 -0.50 0.128
H -5.47 2.37 -2.58 0.117
H -4.43 3.23 -4.67 0.116
H -1.97 2.92 -4.98 0.110
H -0.68 1.78 -3.21 0.078
C 2.83 2.38 2.36 -0.095
N 1.67 2.73 1.54 -0.260
C 2.09 2.84 0.15 -0.122
C 1.11 3.99 2.03 -0.202
C -0.14 4.46 1.30 -0.210
N -1.24 3.49 1.27 -0.293
C -2.35 4.08 0.53 -0.093
C -1.67 3.14 2.61 -0.091
H 3.62 3.13 2.28 0.097
H 3.23 1.42 2.03 0.072
H 2.54 2.30 3.41 0.082
H 2.83 3.65 0.02 0.094
H 1.24 3.03 -0.51 0.046
H 2.57 1.91 -0.15 0.045
H 1.86 4.79 1.95 0.128
H 0.90 3.87 3.09 0.115
H 0.09 4.73 0.27 0.065
H -0.47 5.39 1.80 0.132
H -2.72 5.00 1.02 0.099
H -3.17 3.37 0.48 0.068
H -2.03 4.34 -0.48 0.051
H -1.90 4.03 3.22 0.102
H -0.91 2.55 3.13 0.076
H -2.58 2.54 2.55 0.072
N 2.02 6.20 -1.72 0.100
C 0.94 6.17 -2.52 -0.950
N 0.70 7.28 -3.24 0.090
S -0.05 4.82 -2.62 0.637
H 2.58 7.03 -1.60 0.110
H 2.22 5.39 -1.16 0.059
H 1.32 8.07 -3.24 0.108
H -0.09 7.28 -3.86 0.093
```

HOMO	-10.1	eV
ΔE to the lowest compared entry with this formula, charge and spin	0.00	kJ/mol
molar mass	1031.1	g/mol
E_LUMO	-2.57	eV
total charge	+1
Kohn-Sham gap	7.5664	eV

(2)
ORCA calculation (the ωB97M-V functional and the def2-TZVPD basis) on a molecular structure, C55H57NO6S2Sb2SiTi at a distorted geometry.

```
125
Properties=species:S:1:pos:R:3:lowdin_charge:R:1
Ti 0.63 0.27 -1.35 -0.085
C -1.55 -3.29 -2.06 -0.388
C -2.95 -2.66 -2.16 -0.362
C -2.92 -1.18 -2.55 -0.389
Sb -2.56 0.17 -0.88 1.446
C -4.71 -0.15 -0.33 -0.345
C -5.80 0.15 -1.15 -0.139
C -7.11 -0.09 -0.73 -0.111
C -7.36 -0.64 0.52 -0.128
C -6.29 -0.95 1.35 -0.112
C -4.98 -0.70 0.93 -0.141
C -3.03 1.86 -2.15 -0.368
C -3.95 2.83 -1.74 -0.167
C -4.24 3.93 -2.54 -0.103
C -3.60 4.09 -3.77 -0.120
C -2.67 3.14 -4.18 -0.096
C -2.38 2.04 -3.38 -0.119
Sb -0.16 -2.53 -0.55 1.408
C -1.56 -2.98 1.06 -0.368
C -2.39 -4.11 1.07 -0.131
C -3.26 -4.35 2.13 -0.098
C -3.31 -3.47 3.21 -0.119
C -2.48 -2.36 3.23 -0.119
C -1.62 -2.12 2.16 -0.154
C 0.68 -4.54 -0.55 -0.368
C 1.16 -5.08 -1.75 -0.135
C 1.75 -6.33 -1.79 -0.110
C 1.89 -7.08 -0.62 -0.127
C 1.46 -6.54 0.59 -0.111
C 0.87 -5.28 0.62 -0.132
H -1.01 -3.14 -3.00 0.016
H -1.63 -4.36 -1.86 0.038
H -3.49 -2.81 -1.22 0.076
H -3.51 -3.21 -2.93 0.096
H -3.88 -0.85 -2.96 0.043
H -2.13 -0.99 -3.27 -0.011
H -5.63 0.57 -2.13 0.089
H -7.94 0.16 -1.39 0.088
H -8.37 -0.82 0.85 0.084
H -6.47 -1.38 2.33 0.089
H -4.16 -0.95 1.59 0.063
H -4.44 2.74 -0.78 0.079
H -4.96 4.67 -2.21 0.095
H -3.83 4.94 -4.40 0.085
H -2.15 3.26 -5.12 0.095
H -1.63 1.32 -3.70 0.063
H -2.35 -4.81 0.24 0.096
H -3.91 -5.22 2.11 0.092
H -3.99 -3.66 4.04 0.090
H -2.51 -1.67 4.07 0.093
H -0.99 -1.24 2.17 0.059
H 1.06 -4.50 -2.67 0.105
H 2.11 -6.73 -2.73 0.097
H 2.35 -8.06 -0.65 0.087
H 1.58 -7.11 1.50 0.089
H 0.52 -4.88 1.57 0.091
O 0.36 0.40 0.95 -0.223
H -0.07 1.13 0.46 -0.031
H 1.14 0.83 1.35 0.021
O 2.38 2.23 1.74 -0.047
H 2.11 2.85 2.43 0.039
H 2.29 2.72 0.88 0.034
S 0.63 -0.74 -3.31 -0.068
C 1.00 1.43 5.19 -0.035
C -0.01 2.27 4.47 -0.279
C -0.94 1.69 3.64 -0.020
C -1.83 2.47 2.91 -0.022
C -1.79 3.84 3.04 -0.300
C -0.89 4.44 3.88 -0.071
C 0.00 3.66 4.59 -0.043
S -2.81 4.82 1.99 0.615
O -3.46 3.90 1.11 -0.281
O -3.56 5.74 2.79 -0.304
N -1.78 5.75 1.10 -0.124
C -0.54 5.18 0.50 -0.186
C -0.77 4.33 -0.75 -0.069
C 0.36 3.32 -0.89 -0.583
O 1.49 3.71 -0.59 0.025
O 0.02 2.12 -1.24 -0.245
H 0.55 0.50 5.55 0.083
H 1.44 1.96 6.03 0.075
H 1.81 1.15 4.51 0.076
H -0.95 0.61 3.53 0.104
H -2.55 2.02 2.23 0.106
H -0.89 5.52 3.99 0.116
H 0.73 4.12 5.25 0.110
H -1.55 6.53 1.71 0.092
H 0.00 4.56 1.22 0.100
H 0.11 6.02 0.29 0.120
H -0.79 4.95 -1.65 0.130
H -1.72 3.81 -0.69 0.086
C 5.17 -4.27 -2.47 -0.126
C 4.40 -4.23 -1.31 -0.112
C 3.80 -3.04 -0.92 -0.118
C 3.95 -1.85 -1.65 -0.259
C 4.73 -1.92 -2.81 -0.093
C 5.33 -3.11 -3.22 -0.113
Si 3.10 -0.25 -1.00 0.646
C 3.95 -0.33 0.75 -0.276
C 5.24 0.14 1.04 -0.107
C 5.77 0.11 2.33 -0.109
C 5.03 -0.44 3.37 -0.129
C 3.77 -0.96 3.11 -0.115
C 3.25 -0.90 1.82 -0.137
C 3.97 1.18 -1.95 -0.272
C 3.79 1.27 -3.35 -0.136
C 4.25 2.37 -4.07 -0.105
C 4.88 3.43 -3.43 -0.131
C 5.05 3.38 -2.05 -0.116
C 4.61 2.27 -1.33 -0.123
H 5.64 -5.20 -2.78 0.082
H 4.25 -5.13 -0.72 0.091
H 3.20 -3.03 -0.02 0.080
H 4.89 -1.03 -3.40 0.079
H 5.92 -3.14 -4.13 0.086
H 5.85 0.54 0.23 0.091
H 6.77 0.51 2.51 0.086
H 5.44 -0.46 4.38 0.082
H 3.19 -1.41 3.91 0.090
H 2.26 -1.32 1.63 0.078
H 3.25 0.49 -3.86 0.052
H 4.09 2.41 -5.14 0.089
H 5.22 4.29 -3.99 0.080
H 5.52 4.21 -1.53 0.087
H 4.73 2.27 -0.25 0.079
```

HOMO (spin up / spin down)	0.4 / -1.6	eV
multiplicity	3
ΔE to the lowest compared entry with this formula, charge and spin	0.00	kJ/mol
molar mass	1211.7	g/mol
E_LUMO (spin up / spin down)	3.61 / 3.60	eV
total charge	-2
Kohn-Sham gap (spin up / spin down)	3.1884 / 5.2030	eV

(3)
ORCA calculation (the ωB97M-V functional and the def2-TZVPD basis) on a molecular structure, C55H60BeN3P4S at a distorted geometry.

```
124
Properties=species:S:1:pos:R:3:lowdin_charge:R:1
Be 0.10 -0.43 0.26 -0.085
C -3.76 -6.57 3.54 -0.388
S -2.52 -5.83 4.64 0.821
C -2.90 -4.06 4.46 -0.483
C -2.27 -3.49 3.19 -0.267
C -2.23 -1.97 3.19 -0.245
N -1.43 -1.41 2.07 -0.400
P -0.27 -0.19 2.36 1.027
C -1.19 1.33 2.84 -0.362
C -0.64 2.56 2.44 -0.132
C -1.25 3.75 2.81 -0.060
C -2.40 3.73 3.58 -0.040
C -2.94 2.52 3.99 -0.035
C -2.34 1.33 3.62 -0.058
C 0.64 -0.67 3.84 -0.348
C 1.20 -1.95 3.87 -0.122
C 1.98 -2.33 4.94 -0.056
C 2.23 -1.43 5.97 -0.034
C 1.68 -0.16 5.94 -0.044
C 0.89 0.23 4.87 -0.065
P -1.30 -2.02 0.48 1.025
C -1.16 -3.82 0.37 -0.356
C -2.22 -4.65 0.02 -0.090
C -2.02 -6.02 -0.03 -0.049
C -0.77 -6.56 0.23 -0.024
C 0.29 -5.73 0.54 -0.038
C 0.10 -4.36 0.61 -0.118
C -2.87 -1.65 -0.36 -0.375
C -3.96 -1.00 0.20 -0.081
C -5.08 -0.73 -0.57 -0.058
C -5.11 -1.09 -1.91 -0.052
C -4.01 -1.72 -2.48 -0.050
C -2.90 -1.99 -1.72 -0.101
H -3.75 -7.63 3.75 0.038
H -3.50 -6.39 2.50 0.006
H -4.74 -6.16 3.78 0.040
H -2.47 -3.59 5.34 0.075
H -3.99 -3.93 4.47 0.085
H -2.85 -3.81 2.32 0.095
H -1.26 -3.88 3.10 0.096
H -1.75 -1.62 4.11 0.113
H -3.25 -1.58 3.16 0.110
H 0.29 2.58 1.88 0.108
H -0.82 4.69 2.52 0.116
H -2.87 4.66 3.87 0.122
H -3.80 2.50 4.64 0.123
H -2.77 0.40 3.95 0.093
H 1.01 -2.63 3.05 0.073
H 2.40 -3.32 4.96 0.122
H 2.85 -1.73 6.80 0.122
H 1.88 0.53 6.74 0.119
H 0.47 1.23 4.85 0.107
H -3.20 -4.24 -0.20 0.114
H -2.85 -6.67 -0.28 0.121
H -0.63 -7.63 0.20 0.124
H 1.27 -6.14 0.73 0.116
H 0.93 -3.71 0.85 0.007
H -3.96 -0.72 1.25 0.099
H -5.94 -0.25 -0.12 0.118
H -5.99 -0.89 -2.50 0.118
H -4.03 -2.01 -3.52 0.118
H -2.04 -2.50 -2.15 0.104
N -2.51 3.51 -2.72 0.209
C -2.43 2.61 -1.54 -0.120
C -1.10 1.84 -1.44 -0.184
N -1.12 0.93 -0.29 0.012
H -3.41 4.03 -2.71 0.192
H -2.47 2.99 -3.61 0.188
H -1.75 4.21 -2.72 0.190
H -3.26 1.90 -1.59 0.138
H -2.57 3.23 -0.64 0.144
H -0.25 2.52 -1.33 0.137
H -0.94 1.25 -2.35 0.114
H -1.99 0.38 -0.34 0.062
H -1.21 1.49 0.57 0.054
C 2.73 -2.27 -0.97 -0.469
P 1.82 -0.68 -1.00 1.000
C 3.17 0.50 -0.81 -0.384
C 4.17 0.59 -1.78 -0.092
C 5.28 1.39 -1.55 -0.047
C 5.40 2.08 -0.36 -0.044
C 4.41 2.00 0.60 -0.061
C 3.29 1.21 0.38 -0.112
C 1.26 -0.61 -2.72 -0.364
C 1.40 0.56 -3.46 -0.125
C 1.01 0.60 -4.79 -0.066
C 0.49 -0.53 -5.40 -0.051
C 0.30 -1.69 -4.65 -0.053
C 0.66 -1.72 -3.32 -0.095
P 3.19 -2.78 0.78 1.051
C 4.56 -1.63 1.19 -0.410
C 4.48 -0.98 2.42 -0.118
C 5.56 -0.26 2.89 -0.073
C 6.72 -0.19 2.14 -0.061
C 6.79 -0.81 0.90 -0.058
C 5.71 -1.54 0.43 -0.086
C 4.23 -4.24 0.38 -0.387
C 4.11 -5.01 -0.77 -0.104
C 4.98 -6.07 -0.99 -0.069
C 5.95 -6.38 -0.05 -0.059
C 6.04 -5.65 1.12 -0.055
C 5.18 -4.59 1.34 -0.101
H 3.62 -2.16 -1.61 0.076
H 2.08 -3.05 -1.37 0.031
H 4.09 0.03 -2.70 0.118
H 6.05 1.46 -2.30 0.121
H 6.28 2.68 -0.17 0.123
H 4.51 2.53 1.53 0.118
H 2.53 1.11 1.14 0.079
H 1.84 1.43 -3.00 0.105
H 1.14 1.50 -5.37 0.113
H 0.25 -0.52 -6.45 0.118
H -0.11 -2.57 -5.12 0.119
H 0.51 -2.63 -2.74 0.097
H 3.58 -1.07 3.01 0.074
H 5.51 0.21 3.86 0.111
H 7.58 0.34 2.52 0.115
H 7.69 -0.75 0.32 0.118
H 5.79 -2.05 -0.52 0.119
H 3.36 -4.79 -1.52 0.091
H 4.90 -6.65 -1.89 0.112
H 6.62 -7.20 -0.23 0.115
H 6.78 -5.90 1.87 0.115
H 5.25 -4.01 2.25 0.108
```

HOMO	-13.7	eV
ΔE to the lowest compared entry with this formula, charge and spin	0.00	kJ/mol
molar mass	928.1	g/mol
E_LUMO	-7.61	eV
total charge	+3
Kohn-Sham gap	6.1167	eV